[1]
Molecular formula: C30H29N2O
Method: DFT, wB97M-V/def2-TZVPD

Structure (XYZ):
```
62
Properties=species:S:1:pos:R:3
C -1.24 2.21 0.51
O -0.03 1.66 1.06
C 0.08 0.38 1.44
C -1.09 -0.46 1.61
C -1.32 -1.48 0.67
C -2.50 -2.21 0.73
C -3.41 -1.99 1.77
C -3.12 -1.04 2.76
C -1.99 -0.24 2.67
C 1.38 -0.05 1.76
N 1.82 -1.32 1.99
C 1.02 -2.49 2.24
C 3.21 -1.35 2.01
C 3.65 -0.04 1.88
C 5.00 0.28 1.84
C 5.91 -0.79 1.88
C 5.47 -2.11 2.02
C 4.10 -2.42 2.10
N 2.51 0.75 1.77
C 2.52 2.19 1.81
H -1.24 3.26 0.83
H -1.16 2.15 -0.59
H -2.15 1.71 0.86
H -0.55 -1.67 -0.08
H -2.72 -2.94 -0.05
H -4.33 -2.56 1.81
H -3.80 -0.91 3.61
H -1.75 0.53 3.40
H 1.70 -3.27 2.60
H 0.24 -2.29 2.98
H 0.56 -2.85 1.31
H 5.32 1.33 1.75
H 6.98 -0.59 1.80
H 6.21 -2.91 2.06
H 3.74 -3.44 2.22
H 3.55 2.50 2.03
H 2.22 2.61 0.84
H 1.86 2.55 2.61
C -1.22 -0.18 -2.19
C -2.62 0.10 -2.13
C -3.50 -1.02 -2.07
C -4.88 -0.86 -2.05
C -5.43 0.42 -2.17
C -4.58 1.54 -2.24
C -3.20 1.40 -2.15
C -0.17 0.60 -2.71
C 1.16 0.09 -2.59
C 2.24 0.76 -3.13
C 2.06 2.02 -3.72
C 0.76 2.55 -3.86
C -0.34 1.82 -3.43
H -0.97 -1.23 -2.04
H -3.07 -2.02 -2.08
H -5.52 -1.74 -1.96
H -6.51 0.54 -2.23
H -5.02 2.53 -2.37
H -2.57 2.29 -2.12
H 1.30 -0.88 -2.10
H 3.24 0.32 -3.07
H 2.92 2.58 -4.09
H 0.62 3.53 -4.32
H -1.35 2.15 -3.70
```

Values from the calculation:
E_LUMO: -0.201 hartree
HOMO: -8.290 eV
frontier orbital gap: 2.81 eV
total charge: +1

Calculated atomic charges, method Löwdin, unit e:
1 C -0.007
2 O -0.106
3 C -0.203
4 C -0.219
5 C -0.081
6 C -0.081
7 C -0.065
8 C -0.063
9 C -0.019
10 C -0.118
11 N -0.010
12 C 0.004
13 C -0.152
14 C -0.153
15 C -0.004
16 C -0.082
17 C -0.082
18 C -0.006
19 N -0.011
20 C -0.004
21 H 0.105
22 H 0.061
23 H 0.097
24 H 0.100
25 H 0.105
26 H 0.110
27 H 0.112
28 H 0.133
29 H 0.088
30 H 0.112
31 H 0.085
32 H 0.107
33 H 0.106
34 H 0.106
35 H 0.106
36 H 0.087
37 H 0.097
38 H 0.109
39 C 0.064
40 C -0.193
41 C -0.020
42 C -0.048
43 C -0.030
44 C -0.046
45 C -0.023
46 C -0.202
47 C -0.002
48 C -0.052
49 C -0.034
50 C -0.049
51 C -0.003
52 H 0.116
53 H 0.115
54 H 0.120
55 H 0.120
56 H 0.118
57 H 0.099
58 H 0.122
59 H 0.117
60 H 0.119
61 H 0.118
62 H 0.111

[2]
Molecular formula: C30H29N3O2
Method: DFT, wB97M-V/def2-TZVPD

Structure (XYZ):
```
64
Properties=species:S:1:pos:R:3
C -6.25 -0.59 -2.27
C -6.23 0.62 -1.38
C -7.19 1.61 -1.54
C -7.25 2.71 -0.71
C -6.34 2.83 0.32
C -5.36 1.86 0.49
C -5.28 0.76 -0.36
N -4.32 -0.25 -0.18
C -3.26 -0.32 -1.17
C -2.61 -1.70 -1.11
N -2.06 -1.92 0.22
C -1.30 -3.15 0.32
C -0.30 -3.08 1.48
N 0.48 -1.87 1.38
C 0.19 -0.72 2.07
O -0.63 -0.63 2.95
C 1.08 0.37 1.53
C 2.02 -0.34 0.59
C 3.15 0.20 0.07
C 4.26 -0.45 -0.65
C 4.43 -1.73 -1.14
C 5.63 -2.08 -1.74
C 6.66 -1.17 -1.86
C 6.51 0.13 -1.38
C 5.32 0.48 -0.79
C 4.89 1.75 -0.23
C 5.56 2.96 -0.18
C 4.90 4.06 0.36
C 3.60 3.93 0.81
C 2.93 2.72 0.77
C 3.58 1.60 0.26
C 1.49 -1.71 0.44
O 1.79 -2.60 -0.33
C -3.12 -1.81 1.21
C -3.76 -0.43 1.14
H -5.70 -0.41 -3.20
H -7.28 -0.84 -2.54
H -5.80 -1.43 -1.76
H -7.92 1.50 -2.33
H -8.02 3.46 -0.85
H -6.38 3.67 0.99
H -4.65 1.97 1.30
H -3.67 -0.15 -2.16
H -2.49 0.44 -0.97
H -1.80 -1.76 -1.84
H -3.37 -2.47 -1.36
H -1.95 -4.03 0.46
H -0.74 -3.27 -0.60
H 0.38 -3.93 1.43
H -0.80 -3.05 2.45
H 0.45 1.09 1.00
H 1.60 0.88 2.34
H 3.64 -2.46 -1.07
H 5.76 -3.08 -2.12
H 7.59 -1.46 -2.33
H 7.31 0.85 -1.48
H 6.56 3.05 -0.56
H 5.40 5.01 0.42
H 3.09 4.80 1.21
H 1.91 2.69 1.11
H -2.69 -1.94 2.20
H -3.89 -2.59 1.05
H -4.56 -0.37 1.88
H -2.99 0.32 1.38
```

Values from the calculation:
E_LUMO: -0.029 hartree
HOMO: -8.028 eV
frontier orbital gap: 7.25 eV
total charge: 0

Calculated atomic charges, method Löwdin, unit e:
1 C -0.046
2 C -0.209
3 C -0.055
4 C -0.097
5 C -0.093
6 C -0.024
7 C -0.199
8 N -0.116
9 C -0.148
10 C -0.168
11 N -0.165
12 C -0.165
13 C -0.091
14 N 0.043
15 C -0.415
16 O 0.104
17 C -0.024
18 C -0.028
19 C -0.015
20 C -0.084
21 C 0.005
22 C -0.071
23 C -0.077
24 C -0.015
25 C -0.119
26 C -0.114
27 C -0.010
28 C -0.075
29 C -0.076
30 C -0.014
31 C -0.090
32 C -0.338
33 O 0.099
34 C -0.167
35 C -0.160
36 H 0.081
37 H 0.079
38 H 0.071
39 H 0.110
40 H 0.098
41 H 0.100
42 H 0.103
43 H 0.114
44 H 0.131
45 H 0.124
46 H 0.127
47 H 0.129
48 H 0.116
49 H 0.132
50 H 0.122
51 H 0.139
52 H 0.138
53 H 0.087
54 H 0.103
55 H 0.102
56 H 0.109
57 H 0.111
58 H 0.104
59 H 0.103
60 H 0.092
61 H 0.108
62 H 0.131
63 H 0.132
64 H 0.121

Listing ΔE to the lowest compared entry with this formula, charge and spin for the structures above in their given order: 79.46, 8.71 kcal/mol.